Molecular formula: C36H83BrClNO14P
Method: DFT, ωB97M-V with the def2-TZVPD basis set

Properties
**Net charge**: 0
**Energy above the lowest of the compared OMol25 structures with the same formula, charge and spin**: 604.6 kJ/mol
**LUMO (spin up / spin down)**: 0.36 / -0.37 eV
**⟨S²⟩**: 0.755
**E**: -160672.8545 eV
**Spin multiplicity**: 2

Each atom is followed by the atoms it is bonded to, with distances in Å.
CARTESIAN COORDINATES (ANGSTROEM)
1 C 5.411 -3.050 0.931  C2 1.639, H19 1.168, H20 1.194, H21 1.190
2 C 4.423 -1.772 1.206  C1 1.639, C3 1.675, C4 1.643, N17 1.505
3 C 3.618 -2.143 2.626  C2 1.675, H22 1.194, H23 1.173, H24 1.184
4 C 3.254 -1.742 0.052  C2 1.643, C5 1.637, H25 1.194, H26 1.170
5 C 3.805 -1.133 -1.363  C4 1.637, C6 1.638, P10 1.948, C13 1.632
6 C 4.619 -2.228 -2.269  C5 1.638, C7 1.641, H27 1.194, H28 1.170
7 C 4.639 -1.924 -3.881  C6 1.641, C8 1.673, H29 1.189, H30 1.193
8 C 5.891 -2.829 -4.522  C7 1.673, Br9 1.999, H31 1.175, H32 1.171
9 Br 5.960 -4.705 -3.833  C8 1.999
10 P 2.233 -0.627 -2.397  C5 1.948, O11 1.757, Cl12 2.164
11 O 1.026 0.118 -1.359  P10 1.757, H33 1.021
12 Cl 2.742 0.963 -3.774  P10 2.164
13 C 4.596 0.259 -1.050  C5 1.632, C14 1.634, H34 1.183, H35 1.191
14 C 5.611 0.239 0.230  C13 1.634, C15 1.675, C16 1.673, N17 1.505
15 C 5.795 1.844 0.674  C14 1.675, H36 1.190, H37 1.172, H38 1.191
16 C 7.154 -0.221 -0.224  C14 1.673, H39 1.169, H40 1.190, H41 1.180
17 N 5.110 -0.458 1.467  C2 1.505, C14 1.505, O18 1.370
18 O 4.341 0.367 2.243  N17 1.370
19 H 6.323 -2.841 0.230  C1 1.168
20 H 4.806 -3.946 0.424  C1 1.194
21 H 5.736 -3.463 1.999  C1 1.190
22 H 3.291 -3.282 2.481  C3 1.194
23 H 4.316 -2.053 3.564  C3 1.173
24 H 2.607 -1.536 2.736  C3 1.184
25 H 2.980 -2.884 -0.161  C4 1.194
26 H 2.296 -1.227 0.484  C4 1.170
27 H 4.040 -3.263 -2.137  C6 1.194
28 H 5.722 -2.435 -1.936  C6 1.170
29 H 4.937 -0.799 -4.126  C7 1.189
30 H 3.639 -2.252 -4.444  C7 1.193
31 H 5.810 -2.869 -5.694  C8 1.175
32 H 6.867 -2.244 -4.243  C8 1.171
33 H 0.320 0.599 -1.919  O11 1.021
34 H 5.224 0.542 -2.012  C13 1.183
35 H 3.779 1.120 -0.949  C13 1.191
36 H 6.409 1.947 1.688  C15 1.190
37 H 4.777 2.425 0.684  C15 1.172
38 H 6.451 2.314 -0.202  C15 1.191
39 H 7.167 -1.178 -0.897  C16 1.169
40 H 7.697 0.634 -0.850  C16 1.190
41 H 7.772 -0.324 0.776  C16 1.180
42 C -0.548 -1.018 2.601  O43 1.423, H48 1.093, H49 1.095, H50 1.096
43 O -0.325 -1.784 3.780  C42 1.423, C44 1.431
44 C -0.019 -0.964 4.912  O43 1.431, C45 1.533, H51 1.096, H52 1.096
45 C -1.250 -0.754 5.801  C44 1.533, O46 1.431, H53 1.095, H54 1.097
46 O -2.265 -0.009 5.122  C45 1.431, C47 1.424
47 C -3.285 -0.846 4.586  O46 1.424, H55 1.095, H56 1.094, H57 1.093
48 H -1.064 -1.652 1.875  C42 1.093
49 H -1.167 -0.134 2.791  C42 1.095
50 H 0.414 -0.709 2.177  C42 1.096
51 H 0.407 -0.006 4.593  C44 1.096
52 H 0.745 -1.493 5.492  C44 1.096
53 H -0.953 -0.167 6.677  C45 1.095
54 H -1.646 -1.712 6.161  C45 1.097
55 H -3.976 -1.138 5.383  C47 1.095
56 H -2.880 -1.743 4.107  C47 1.094
57 H -3.836 -0.274 3.835  C47 1.093
58 C -5.819 -1.083 0.725  O59 1.423, H64 1.093, H65 1.095, H66 1.096
59 O -5.822 -1.438 2.103  C58 1.423, C60 1.431
60 C -7.040 -1.072 2.757  O59 1.431, C61 1.533, H67 1.096, H68 1.096
61 C -7.987 -2.271 2.891  C60 1.533, O62 1.431, H69 1.095, H70 1.097
62 O -8.428 -2.734 1.611  C61 1.431, C63 1.424
63 C -7.693 -3.868 1.162  O62 1.424, H71 1.095, H72 1.094, H73 1.093
64 H -5.025 -1.646 0.228  C58 1.093
65 H -6.769 -1.319 0.232  C58 1.095
66 H -5.608 -0.012 0.622  C58 1.096
67 H -7.527 -0.240 2.235  C60 1.096
68 H -6.772 -0.725 3.761  C60 1.096
69 H -8.879 -1.953 3.441  C61 1.095
70 H -7.517 -3.084 3.457  C61 1.097
71 H -8.066 -4.768 1.660  C63 1.095
72 H -6.618 -3.767 1.343  C63 1.094
73 H -7.852 -3.972 0.085  C63 1.093
74 C -7.312 0.906 -3.177  O75 1.423, H80 1.093, H81 1.095, H82 1.096
75 O -6.947 -0.396 -2.735  C74 1.423, C76 1.431
76 C -7.921 -1.384 -3.087  O75 1.431, C77 1.533, H83 1.096, H84 1.096
77 C -7.503 -2.162 -4.340  C76 1.533, O78 1.431, H85 1.095, H86 1.097
78 O -7.464 -1.315 -5.493  C77 1.431, C79 1.424
79 C -6.143 -0.882 -5.802  O78 1.424, H87 1.095, H88 1.094, H89 1.093
80 H -6.419 1.536 -3.156  C74 1.093
81 H -7.710 0.903 -4.198  C74 1.095
82 H -8.057 1.330 -2.494  C74 1.096
83 H -8.909 -0.926 -3.216  C76 1.096
84 H -7.985 -2.083 -2.246  C76 1.096
85 H -8.252 -2.936 -4.537  C77 1.095
86 H -6.538 -2.661 -4.192  C77 1.097
87 H -5.608 -1.682 -6.323  C79 1.095
88 H -5.581 -0.585 -4.911  C79 1.094
89 H -6.215 -0.018 -6.468  C79 1.093
90 C -2.183 3.245 -2.896  O91 1.423, H96 1.093, H97 1.095, H98 1.096
91 O -0.776 3.050 -2.978  C90 1.423, C92 1.431
92 C -0.267 3.299 -4.292  O91 1.431, C93 1.533, H99 1.096, H100 1.096
93 C 0.355 4.696 -4.397  C92 1.533, O94 1.431, H101 1.095, H102 1.097
94 O -0.628 5.721 -4.227  C93 1.431, C95 1.424
95 C -0.633 6.254 -2.906  O94 1.424, H103 1.095, H104 1.094, H105 1.093
96 H -2.454 3.342 -1.841  C90 1.093
97 H -2.509 4.149 -3.422  C90 1.095
98 H -2.699 2.372 -3.312  C90 1.096
99 H -1.051 3.157 -5.045  C92 1.096
100 H 0.513 2.553 -4.478  C92 1.096
101 H 0.774 4.817 -5.401  C93 1.095
102 H 1.173 4.819 -3.677  C93 1.097
103 H 0.188 6.969 -2.797  C95 1.095
104 H -0.546 5.476 -2.142  C95 1.094
105 H -1.579 6.781 -2.755  C95 1.093
106 C -1.478 -6.175 6.693  O107 1.423, H112 1.093, H113 1.095, H114 1.096
107 O -1.279 -5.730 5.356  C106 1.423, C108 1.431
108 C -0.391 -4.610 5.282  O107 1.431, C109 1.533, H115 1.096, H116 1.096
109 C 1.027 -5.043 4.892  C108 1.533, O110 1.431, H117 1.095, H118 1.097
110 O 1.620 -5.864 5.903  C109 1.431, C111 1.424
111 C 1.536 -7.252 5.592  O110 1.424, H119 1.095, H120 1.094, H121 1.093
112 H -1.897 -7.184 6.659  C106 1.093
113 H -0.544 -6.207 7.265  C106 1.095
114 H -2.194 -5.514 7.196  C106 1.096
115 H -0.389 -4.053 6.226  C108 1.096
116 H -0.780 -3.946 4.502  C108 1.096
117 H 1.652 -4.149 4.798  C109 1.095
118 H 1.031 -5.557 3.923  C109 1.097
119 H 2.314 -7.513 4.869  C111 1.095
120 H 0.556 -7.532 5.194  C111 1.094
121 H 1.709 -7.817 6.512  C111 1.093
122 C 5.411 9.177 -3.319  O123 1.423, H128 1.093, H129 1.095, H130 1.096
123 O 5.409 8.823 -1.940  C122 1.423, C124 1.431
124 C 4.190 9.188 -1.286  O123 1.431, C125 1.533, H131 1.096, H132 1.096
125 C 3.244 7.990 -1.153  C124 1.533, O126 1.431, H133 1.095, H134 1.097
126 O 2.803 7.526 -2.432  C125 1.431, C127 1.424
127 C 3.538 6.393 -2.882  O126 1.424, H135 1.095, H136 1.094, H137 1.093
128 H 6.206 8.614 -3.815  C122 1.093
129 H 4.462 8.942 -3.811  C122 1.095
130 H 5.623 10.248 -3.421  C122 1.096
131 H 3.704 10.020 -1.809  C124 1.096
132 H 4.459 9.536 -0.282  C124 1.096
133 H 2.352 8.308 -0.602  C125 1.095
134 H 3.714 7.176 -0.586  C125 1.097
135 H 3.165 5.493 -2.383  C127 1.095
136 H 4.613 6.493 -2.700  C127 1.094
137 H 3.379 6.288 -3.958  C127 1.093